1.
ORCA calculation (wB97M-V/def2-TZVPD) on a cluster of 2 separate species, C5H12N2O in total.

## Properties
SMILES string = C=NC(=C)CCN.O
gap between HOMO and LUMO = 9.6 eV

Structure (XYZ):
```
20
Properties=species:S:1:pos:R:3:mulliken_charge:R:1
C -0.83499 1.55076 0.47227 -0.390
C 0.23258 1.45923 -0.62652 -0.775
C 0.34748 0.11140 -1.26938 0.548
C -0.56654 -0.42206 -2.07957 -0.893
C 1.45794 -1.77204 -0.56007 -0.404
N 1.53685 -0.58608 -0.94979 -0.448
N -2.18693 1.47238 -0.04630 -0.468
H -0.71255 2.52038 0.96248 0.274
H -0.62047 0.78460 1.22533 0.284
H 0.04153 2.21036 -1.38557 0.349
H 1.17890 1.73290 -0.13904 0.296
H -1.45626 0.10745 -2.38550 0.335
H -0.38004 -1.37059 -2.58629 0.335
H 0.53614 -2.32467 -0.38467 0.322
H 2.36889 -2.34305 -0.37157 0.281
H -2.50244 2.38371 -0.34524 0.194
H -2.87755 0.89980 0.39378 0.160
H 2.11541 -2.52465 3.00068 0.323
H 0.86473 -1.59495 3.39509 0.325
O 1.45732 -2.29487 3.67988 -0.648
```

2.
ORCA calculation (wB97M-V/def2-TZVPD) on an isolated molecule of C5H12N2O.

## Properties
SMILES string = CNC(=O)CN(C)C
gap between HOMO and LUMO = 9.3 eV

Structure (XYZ):
```
20
Properties=species:S:1:pos:R:3:mulliken_charge:R:1
C 0.94539 1.96379 -1.20847 -1.052
N -0.21430 1.06371 -1.01604 -0.117
C -1.34736 1.85082 -0.48338 -1.075
C 0.18746 -0.10638 -0.22698 -0.694
C -0.87228 -1.14774 0.07497 0.496
N -0.39428 -2.26182 0.76542 -0.201
C 0.91737 -2.42503 1.40635 -0.832
O -2.06753 -1.00699 -0.04913 -0.624
H 0.80139 2.77136 -0.48363 0.337
H 0.87692 2.32963 -2.23714 0.315
H 1.92509 1.55462 -0.95632 0.386
H -1.21281 2.19196 0.55997 0.323
H -2.19914 1.16685 -0.54948 0.366
H -1.49634 2.67449 -1.19398 0.386
H 0.88084 -0.52225 -0.98263 0.421
H 0.76260 0.11188 0.66706 0.414
H -1.12292 -2.86706 1.09298 0.250
H 0.72365 -2.04139 2.40674 0.333
H 1.72506 -1.80811 1.01225 0.293
H 1.18121 -3.49233 1.40144 0.274
```

3.
ORCA calculation (wB97M-V/def2-TZVPD) on a structure of composition C5H12N2O.

## Properties
gap between HOMO and LUMO = 9.7 eV

Structure (XYZ):
```
20
Properties=species:S:1:pos:R:3:mulliken_charge:R:1
C -1.68686 -0.73650 -0.64513 -0.566
C 3.03746 0.28543 -0.24284 -0.583
C -0.05000 1.64122 -0.00241 -0.798
C -2.65579 -0.56203 0.48978 -0.956
N 0.44780 0.29993 -0.28995 0.009
C -0.02776 -0.83214 0.14388 0.504
O 1.95309 0.30324 0.63967 -0.444
N 0.28347 -1.95513 0.59372 -0.709
H 1.28198 -1.97405 0.80943 0.271
H -1.77600 0.00257 -1.43649 0.335
H -1.69801 -1.73195 -1.08718 0.336
H 3.88005 0.84280 0.19409 0.265
H 2.84720 0.74037 -1.22961 0.265
H 3.39010 -0.74183 -0.42698 0.242
H -0.33446 1.74425 1.04522 0.309
H 0.74593 2.34983 -0.23193 0.273
H -0.88220 1.88850 -0.66607 0.336
H -2.43764 -1.24995 1.31057 0.313
H -3.67738 -0.77293 0.15021 0.339
H -2.64098 0.45837 0.88200 0.259
```

4.
ORCA calculation (wB97M-V/def2-TZVPD) on a cluster of 2 separate species, C5H12N2O in total.

## Properties
gap between HOMO and LUMO = 3.3 eV

Structure (XYZ):
```
20
Properties=species:S:1:pos:R:3:mulliken_charge:R:1
C 0.84229 -1.92382 -0.35248 -0.513
N 1.00098 -1.55650 -1.71232 -0.472
C 1.46526 2.38618 1.34201 -0.717
C 0.15103 1.92662 1.23155 0.215
O -0.51517 1.29081 2.05555 -0.546
C -0.48133 -1.29296 0.20299 -0.584
N -0.84493 -0.12296 -0.53578 -0.184
C -1.65072 -0.29004 -1.74577 -0.950
H 1.63250 -1.41284 0.25927 0.307
H 0.90497 -3.00437 -0.16630 0.421
H 1.82049 -2.07964 -2.04388 0.240
H 1.86481 2.45178 2.34762 0.289
H 1.91828 2.91173 0.51590 0.277
H -0.35178 2.21205 0.28879 0.306
H -0.28140 -1.04724 1.24048 0.294
H -1.28022 -2.02613 0.07069 0.350
H 0.02923 0.33335 -0.80077 0.292
H -1.58728 0.65884 -2.26399 0.320
H -2.66334 -0.55313 -1.45441 0.308
H -1.16053 -1.02682 -2.39490 0.348
```

- What is the formula in the first record?
  C5H12N2O